Formula: C34H50F8O22
Source: OMol25
Level of theory: ωB97M-V/def2-TZVPD

```
114
Properties=species:S:1:pos:R:3:forces:R:3
O 16.11092 19.98067 14.43546 -0.279 -1.193 -0.114
C 15.57933 19.07344 13.87348 0.013 0.161 -0.907
O 16.05070 17.80496 13.64691 -1.154 1.105 -0.100
C 15.14171 17.13750 12.69292 0.840 0.491 0.407
C 13.93228 18.04502 12.66497 -1.212 0.255 1.083
F 12.94675 17.53270 13.55794 0.723 -0.041 -0.228
O 14.36595 19.24221 13.19670 0.960 0.114 0.617
H 15.71026 17.02216 11.76555 -0.488 0.034 0.133
H 14.85133 16.20404 13.13216 0.036 -0.598 -0.070
H 13.31412 18.26274 11.80722 0.667 -0.290 -0.669
O 11.37081 13.47124 8.25654 1.610 -0.113 -0.949
C 10.28066 13.40832 8.66940 -2.230 -0.658 2.151
O 9.28034 14.25628 8.45198 -0.421 -0.245 0.286
C 8.16508 13.97601 9.38055 2.185 0.560 0.963
C 8.49175 12.53103 9.80255 -0.023 0.764 -0.988
F 7.89425 11.72444 8.86440 -0.134 -0.437 0.091
O 9.88480 12.42143 9.61465 -0.215 1.029 -0.825
H 8.24892 14.73614 10.19227 -0.101 -0.823 -0.400
H 7.26576 14.11599 8.84739 -0.978 -0.217 -0.520
H 8.20151 12.22322 10.79400 0.096 -0.039 0.062
O 6.08152 13.27296 11.88144 0.819 -0.118 2.080
C 6.81448 13.25224 12.83947 1.432 0.017 -0.685
O 6.63256 12.99045 14.14505 -0.726 0.343 -0.938
C 7.82596 13.36210 14.90123 -0.076 0.000 -0.966
C 8.89694 13.22327 13.81017 -0.248 0.262 1.365
F 9.39894 11.96018 13.72557 0.077 -0.830 0.102
O 8.22085 13.50204 12.66743 -2.118 0.156 -1.276
H 7.71756 14.42984 15.15317 0.183 -0.569 0.285
H 7.92290 12.67619 15.74022 0.121 0.298 -0.052
H 9.72660 13.88487 13.88349 0.488 0.640 0.346
O 14.98409 8.91323 9.75023 0.414 -0.102 0.090
C 13.95631 9.48912 9.74408 -1.040 0.143 -0.136
O 12.91056 9.19816 8.92102 -0.581 0.979 0.913
C 11.79316 10.12202 9.19868 0.829 -0.177 -0.034
C 12.35469 11.01381 10.36560 0.191 -0.086 -1.524
F 11.65421 10.86109 11.51151 -0.452 -0.534 0.425
O 13.65362 10.54427 10.57806 0.126 -0.408 -0.499
H 11.51022 10.57502 8.21826 0.422 0.125 1.117
H 10.93166 9.59404 9.60378 0.099 -0.323 -0.130
H 12.37568 12.07315 10.16081 0.143 0.113 -0.210
O 15.78600 12.26410 18.06140 0.095 1.774 -2.114
C 15.94549 12.91545 17.05550 0.790 -0.929 1.042
O 15.76494 12.47048 15.77994 0.892 1.805 0.414
C 16.39972 13.48823 14.85983 -1.762 -0.328 1.020
C 16.37088 14.73572 15.77030 0.198 0.068 -1.119
F 15.15219 15.42125 15.58723 0.709 -0.623 0.426
O 16.52111 14.23598 17.02354 -1.659 -2.027 1.171
H 17.38066 13.10400 14.60572 0.121 0.236 -0.057
H 15.69656 13.58117 14.02708 0.392 0.016 -0.053
H 17.13699 15.48711 15.68828 0.316 0.195 -0.683
C 9.98887 19.32781 20.79613 -0.752 -0.136 -0.595
C 9.04268 18.17646 20.54228 0.257 -1.370 1.185
O 9.65898 17.09909 19.76862 0.657 0.186 1.824
C 9.44480 17.04450 18.51250 -0.730 0.402 -2.111
O 8.71242 17.75199 17.85305 0.394 -0.560 0.288
C 10.35062 15.98444 17.83380 0.216 -1.056 0.348
F 9.75011 15.34428 16.82629 -0.302 0.167 0.367
F 11.38894 16.62498 17.29844 0.396 0.077 0.225
F 10.79701 15.04950 18.72405 -0.322 0.971 -0.906
H 9.38708 20.03463 21.36889 0.259 0.241 0.025
H 10.18926 19.75743 19.80673 0.311 0.176 0.382
H 10.89943 19.09420 21.33532 0.037 -0.191 -0.037
H 8.20047 18.51064 19.99515 -0.861 0.372 -0.514
H 8.68286 17.62900 21.44456 0.415 0.666 -0.483
C 12.14268 11.55583 17.37458 -0.280 1.684 0.832
C 10.71632 11.46270 16.87575 0.599 -0.883 -0.377
C 10.38061 10.17936 16.11438 -1.838 1.672 0.451
O 9.89814 12.34960 17.03058 0.379 -0.290 -0.046
H 12.86135 11.58115 16.55885 -0.070 -0.047 -0.266
H 12.48212 10.75144 18.02680 -0.352 -0.161 -0.093
H 12.18685 12.52320 17.92823 0.283 -0.680 -0.299
H 10.63869 9.31956 16.70984 0.136 -0.401 -0.094
H 10.84452 10.20363 15.14656 0.611 -0.234 -0.349
H 9.29052 10.29329 15.92264 0.577 -0.673 0.166
C 7.65874 17.53594 14.56768 -0.258 -0.382 -0.206
C 9.17910 17.51154 14.43514 -0.287 -0.281 0.406
C 10.00316 18.60489 14.99771 0.647 1.607 -0.246
O 9.71741 16.56610 13.89242 -0.392 -0.045 -0.089
H 7.31193 16.61459 15.08016 0.277 0.621 -0.166
H 7.27108 17.48911 13.55757 -0.082 -0.272 -0.410
H 7.15893 18.41084 14.98748 0.589 -0.035 0.416
H 9.91334 19.56205 14.45134 -0.352 -0.458 -0.305
H 11.06074 18.38201 14.94153 0.131 -0.369 0.070
H 9.74264 18.92815 15.99445 -0.309 -0.435 0.431
C 12.33821 16.60373 8.84915 -0.278 0.297 -0.451
C 13.43955 15.84644 9.56962 -1.103 0.289 -2.130
C 14.21282 14.88926 8.77798 0.464 -0.967 -1.490
O 13.69143 16.00248 10.71269 0.227 0.786 2.713
H 12.79044 17.18818 8.02795 -0.069 -0.120 0.341
H 11.78013 17.28930 9.50376 0.296 -0.331 -0.079
H 11.63489 15.92587 8.33757 0.300 0.091 0.326
H 13.56735 14.03488 8.52330 0.200 0.193 0.113
H 15.07618 14.54497 9.33285 0.094 -0.071 0.104
H 14.52847 15.30373 7.80553 -0.104 -0.046 0.340
C 14.64748 9.73769 14.09157 0.029 -0.222 0.384
C 13.70923 8.78741 14.81686 0.764 0.748 -0.441
C 13.20887 7.63045 14.01482 -0.917 -0.601 -0.365
O 13.44624 8.93007 15.98645 -0.271 -0.085 0.105
H 15.09240 10.46974 14.77433 0.141 -0.518 -0.141
H 14.13596 10.29188 13.33238 -0.813 0.421 -0.470
H 15.34702 9.16251 13.48157 0.392 -0.008 0.370
H 13.96231 6.84205 14.05321 -0.098 -0.191 0.344
H 13.09734 7.80223 12.93885 0.031 0.466 0.186
H 12.23122 7.28868 14.40660 0.691 -0.051 -0.060
C 12.35571 14.49600 14.41375 -0.102 0.322 0.557
C 12.70944 14.09273 13.01871 -0.622 -0.010 -0.529
C 11.53897 13.92910 12.01730 0.224 0.057 0.621
O 13.85688 13.90762 12.67771 -0.015 -0.233 -0.063
H 11.73047 15.39117 14.32669 0.077 0.009 0.213
H 13.25003 14.70356 15.01137 -0.271 0.028 -0.357
H 11.77108 13.76336 14.98656 -0.038 -0.138 -0.432
H 11.90222 13.72422 11.03260 0.563 0.485 -0.626
H 10.78717 14.74722 11.98954 0.592 -0.429 0.317
H 11.07061 12.97913 12.25088 -0.455 -0.027 0.435
```
Forces are in eV/Å.

The energy relative to the best compared isomer or geometry (same formula, charge and spin) comes out at 0.0 kJ/mol. As for the total charge: 0. The calculation puts the max |F| at 0.062 Eh/bohr. For the molar mass, the calculation gives 962.736 g mol⁻¹. The calculation puts the highest occupied orbital energy at -9.518 eV. For the total energy, the calculation gives -102854.85695 eV. As for the LUMO energy: 0.33 eV.

***

Formula: C11H19N2O
Source: OMol25
Level of theory: ωB97M-V/def2-TZVPD

```
33
Properties=species:S:1:pos:R:3:forces:R:3
C 0.00143 3.76522 0.12097 -1.427 4.301 -1.159
C 1.02852 3.14993 0.65843 0.835 -3.496 0.084
C -1.01945 3.17831 -0.62888 0.223 -0.317 0.999
C -0.91670 1.79432 -0.70584 2.393 -0.278 1.109
C 1.17543 1.62020 0.46036 -0.273 5.027 0.844
C -1.09221 -0.54739 2.14886 -1.504 2.130 1.142
C 1.83675 -0.36304 -1.78991 1.055 -2.019 2.497
C -1.38991 -3.01244 -0.49584 -1.285 0.455 2.217
C 0.16337 -1.07928 1.53443 -0.631 1.131 -1.699
C 1.51371 -1.33312 -0.58048 -1.974 0.650 -1.784
C -1.11841 -1.51465 -0.68800 3.566 -1.727 -1.883
N 0.11808 1.08993 -0.17321 -2.079 -0.077 -1.944
N 0.15911 -1.05664 -0.01664 -0.320 -0.249 1.649
O 2.19095 1.13648 0.89611 0.327 -1.699 0.197
H 0.03210 4.88592 0.16151 -0.342 -1.042 0.211
H 1.69642 3.62476 1.32519 0.803 0.349 0.424
H -1.82929 3.76949 -1.06223 0.398 -0.422 -0.093
H -1.52915 1.30779 -1.39930 -0.971 -1.182 -0.715
H -0.87309 -0.27657 3.22498 -0.205 -0.685 -1.005
H -1.49756 0.48971 1.77307 0.904 -2.120 0.199
H -1.89743 -1.28231 2.14570 -0.148 0.235 -0.011
H 2.27715 -0.96081 -2.52632 1.184 -0.756 -1.105
H 0.98854 0.00068 -2.24426 -1.962 1.108 -0.627
H 2.51907 0.37829 -1.42542 0.178 0.551 -0.201
H -0.53152 -3.56593 -0.12845 -0.059 -0.101 0.024
H -2.30375 -3.19858 0.11484 0.980 0.169 0.297
H -1.72094 -3.39333 -1.40703 -0.021 -0.818 -1.738
H 0.22164 -2.13896 1.69081 0.611 -0.501 0.794
H 0.95366 -0.42933 1.95325 0.286 -1.115 -0.864
H 2.17190 -1.25221 0.23986 0.919 0.276 0.604
H 1.51482 -2.36328 -0.92853 -0.115 -0.208 -0.070
H -1.89855 -0.88059 -0.45265 -1.514 1.249 0.701
H -0.94470 -1.54255 -1.79538 0.168 1.181 0.905
```
Forces are in eV/Å.

The energy relative to the best compared isomer or geometry (same formula, charge and spin) comes out at 572.1 kJ/mol. As for the total charge: +1. The calculation puts the max |F| at 0.099 Eh/bohr. For the molar mass, the calculation gives 195.286 g mol⁻¹. The calculation puts the highest occupied orbital energy (spin up / spin down) at -13.086 / -12.503 eV. For the total energy, the calculation gives -16731.72712 eV. As for the LUMO energy (spin up / spin down): -4.53 / -6.51 eV.

***

Formula: C6H7FO
Source: OMol25
Level of theory: ωB97M-V/def2-TZVPD

```
15
Properties=species:S:1:pos:R:3:forces:R:3
C 1.80220 0.93420 1.63588 1.965 2.660 0.746
C 1.11744 0.22807 0.96715 -0.369 -2.528 -1.440
C 0.44908 -0.67553 0.00770 1.754 -3.101 1.509
C 0.78471 -2.08067 -0.10426 -2.725 3.412 -0.607
C -0.33427 0.19622 -0.98389 5.292 1.663 0.157
F -0.73620 -0.58737 -1.95534 -1.873 -0.800 -1.845
C -1.23140 1.18596 -0.32267 -2.160 1.456 3.598
O -2.48985 0.34682 0.09285 4.717 -2.531 1.051
H 2.47743 1.77763 1.93558 -1.196 -1.582 -0.012
H 1.62208 -2.57587 0.44500 -1.150 0.679 -0.337
H 0.03523 -2.68367 -0.76428 1.980 1.032 1.031
H 0.70546 0.73815 -1.37975 -2.679 -0.482 0.518
H -1.68200 2.23265 -0.67148 1.131 -2.821 -0.364
H -0.52683 1.61484 0.66445 -2.310 -1.511 -2.617
H -1.99310 -0.65141 0.43306 -2.378 4.455 -1.388
```
Forces are in eV/Å.

The energy relative to the best compared isomer or geometry (same formula, charge and spin) comes out at 569.2 kJ/mol. As for the total charge: 0. The calculation puts the max |F| at 0.108 Eh/bohr. For the molar mass, the calculation gives 114.119 g mol⁻¹. The calculation puts the highest occupied orbital energy at -9.353 eV. For the total energy, the calculation gives -11094.13105 eV. As for the LUMO energy: 0.13 eV.